1.
CH3NOS | ωB97M-V/def2-TZVPD

Calculated values
Highest occupied orbital energy   -9.173 eV
Electronic energy   -15454.480 eV

Atoms and positions in Å:
1 C -0.662 0.576 -0.041
2 H 0.208 -1.759 -0.073
3 H 1.260 0.964 0.603
4 H -0.547 1.683 -0.091
5 N 0.605 0.164 -0.295
6 O 1.046 -1.074 -0.029
7 S -1.911 -0.554 -0.074

Atomic forces in eV per Å
-0.59 -1.41 -1.31
2.07 2.62 0.25
-1.98 -2.92 -3.52
-1.34 -0.66 0.28
3.03 4.33 4.39
-2.15 -3.51 -0.42
0.96 1.56 0.34


2.
C35H37NO2P2W | ωB97M-V/def2-TZVPD

Calculated values
2S+1   3
Highest occupied orbital energy (spin up / spin down)   -13.193 / -13.821 eV
Total charge   +2
Electronic energy   -62854.923 eV

Atoms and positions in Å:
1 W -1.462 -0.180 -0.957
2 C 2.206 1.947 0.084
3 C 1.370 2.803 -0.544
4 C 1.564 3.212 -1.973
5 C 1.949 2.030 -2.893
6 C 1.357 0.699 -2.487
7 C 2.096 -0.251 -1.868
8 C 3.342 -0.004 -1.067
9 C 3.498 1.398 -0.435
10 C -2.485 -2.187 0.457
11 H 2.089 1.753 1.153
12 H 0.705 3.445 0.047
13 H 2.320 4.014 -2.083
14 H 0.631 3.665 -2.336
15 H 1.631 2.257 -3.926
16 H 3.051 1.955 -2.924
17 H 0.379 0.467 -2.929
18 H 1.958 -1.332 -2.036
19 H 4.235 -0.230 -1.676
20 H 3.378 -0.764 -0.268
21 H 4.198 1.299 0.424
22 H 3.994 2.085 -1.140
23 H -2.380 -1.864 1.497
24 H -2.997 -3.169 0.411
25 H -3.088 -1.459 -0.142
26 P -0.845 1.613 1.524
27 P -0.953 -2.557 -0.350
28 C -0.012 0.496 0.360
29 C 0.125 -1.000 -0.015
30 C -1.861 3.008 0.957
31 C -1.709 3.591 -0.308
32 C -2.529 4.641 -0.719
33 C -3.546 5.103 0.126
34 C -3.747 4.492 1.377
35 C -2.940 3.417 1.771
36 C 0.274 1.956 2.872
37 C 0.998 0.858 3.354
38 C 1.911 1.048 4.389
39 C 2.129 2.335 4.892
40 C 1.487 3.440 4.328
41 C 0.565 3.268 3.295
42 C -1.568 -3.324 -1.942
43 C -2.596 -2.673 -2.650
44 C -3.208 -3.310 -3.737
45 C -2.799 -4.585 -4.152
46 C -1.770 -5.237 -3.447
47 C -1.162 -4.615 -2.351
48 C 0.306 -3.682 0.309
49 C 0.273 -4.081 1.653
50 C 1.398 -4.697 2.198
51 C 2.555 -4.872 1.428
52 C 2.605 -4.397 0.109
53 C 1.482 -3.800 -0.457
54 H 0.081 1.136 -0.601
55 H 0.491 -0.967 -1.076
56 H -0.965 3.193 -1.003
57 H -2.357 5.106 -1.693
58 H -4.173 5.936 -0.178
59 H -4.513 4.872 2.049
60 H -3.116 2.906 2.723
61 H 0.850 -0.121 2.886
62 H 2.430 0.180 4.786
63 H 2.810 2.474 5.730
64 H 1.691 4.448 4.685
65 H 0.064 4.113 2.815
66 H -2.952 -1.667 -2.334
67 H -4.016 -2.798 -4.271
68 H -3.274 -5.062 -5.013
69 H -1.445 -6.230 -3.759
70 H -0.395 -5.145 -1.780
71 H -0.608 -3.856 2.266
72 H 1.368 -5.023 3.236
73 H 3.411 -5.384 1.865
74 H 3.525 -4.477 -0.472
75 H 1.560 -3.365 -1.462
76 O -4.030 0.619 0.817
77 N -2.847 0.478 0.554
78 O -1.994 0.612 2.025

Atomic forces in eV per Å
-2.95 0.66 1.86
0.25 1.63 0.46
2.30 0.63 0.83
-0.32 0.27 -0.48
0.09 0.57 0.27
1.15 -0.67 -0.42
0.59 0.17 -1.35
0.58 -0.12 -0.02
0.49 -0.44 -0.25
-0.53 -1.82 0.67
-0.25 0.17 -0.32
0.06 -0.64 -0.07
-0.29 -0.32 0.22
0.10 -0.04 -0.03
0.10 -0.17 0.40
-0.63 -0.18 -0.08
0.17 -0.36 -0.37
-0.55 0.65 0.25
-0.25 0.05 0.07
-0.19 0.18 -0.18
-0.45 0.08 -0.52
-0.34 -0.17 0.28
-0.11 0.23 -0.30
-0.35 0.60 0.05
-0.11 -0.76 0.31
-0.88 -1.75 1.69
1.19 0.57 -0.88
-2.39 -0.84 -2.04
-0.24 1.83 -0.08
0.15 0.39 -0.87
-0.05 -0.02 -0.15
-0.21 -0.06 0.18
0.41 -0.38 0.35
0.49 -0.15 -0.46
0.45 0.07 0.30
0.27 0.56 -0.44
-0.02 0.16 0.17
-0.33 -0.02 -0.29
-0.12 -0.04 -0.07
-0.12 0.05 -0.15
-0.26 -0.60 0.06
0.36 -0.37 0.25
0.23 -0.30 -0.15
-0.10 0.37 -0.06
0.47 0.16 0.62
-0.28 0.43 -0.16
-0.15 0.22 0.13
-0.03 0.01 0.39
-0.03 0.18 -0.49
0.12 -0.02 -0.09
-0.43 0.05 -0.02
-0.09 -0.07 0.20
-0.06 0.03 0.21
0.82 -0.56 0.32
1.36 -0.39 0.75
-0.24 0.36 0.23
-0.16 -0.18 0.28
0.10 -0.12 0.05
0.07 -0.23 -0.17
0.02 0.29 -0.30
0.05 0.20 0.38
0.03 0.26 0.04
-0.09 0.01 -0.24
0.03 -0.29 -0.02
0.15 -0.20 0.33
-0.04 -0.52 -0.30
0.35 -0.23 0.22
0.15 0.17 0.35
-0.08 0.26 0.14
-0.27 0.19 -0.29
0.35 -0.32 -0.17
0.08 0.02 -0.26
-0.14 0.22 -0.13
-0.28 -0.05 0.17
-0.18 -0.39 0.35
2.48 -0.62 -1.01
-2.08 1.12 0.18
0.62 0.37 -0.35